[1]
11
Properties=species:S:1:pos:R:3:forces:R:3:nbo_charge:R:1 method="wB97M-V/def2-TZVPD" e_lumo_ev=-0.4 e_homo_ev=-10.327 smiles="C=COC(=O)C=O" spin_multiplicity=1 homo_lumo_gap_ev=9.931
C 0.063 -0.451 0.874 0.0 -0.4 -0.3 0.68
O 0.129 -1.529 0.368 0.1 -0.2 0.2 -0.52
C 0.121 -0.092 -2.126 0.2 -0.3 -0.5 -0.45
H -0.239 0.870 2.710 0.3 -0.6 -0.5 0.12
O 0.052 -1.059 3.197 0.3 -0.9 0.4 -0.43
H -0.432 1.824 -1.358 0.1 -0.3 -0.3 0.20
H 0.047 0.240 -3.178 -0.1 -0.2 0.8 0.22
C -0.124 0.796 -1.185 -0.1 0.9 0.5 0.11
C -0.014 -0.195 2.394 -0.6 1.7 -0.1 0.34
H 0.424 -1.109 -1.908 -0.1 0.2 -0.1 0.24
O -0.028 0.706 0.211 -0.1 0.1 -0.1 -0.50

[2]
11
Properties=species:S:1:pos:R:3:forces:R:3:nbo_charge:R:1 method="wB97M-V/def2-TZVPD" e_lumo_ev=0.4 e_homo_ev=-9.059 spin_multiplicity=1 homo_lumo_gap_ev=9.486
O 0.946 0.711 -1.252 0.2 -0.3 -0.1 -0.45
H 0.261 -2.411 1.646 0.2 0.0 0.0 0.09
O 0.640 -1.186 0.236 -0.2 0.0 0.2 -0.46
C -1.269 -0.111 -0.734 -0.4 -0.3 0.1 0.41
H -1.651 0.765 -1.286 -0.1 0.0 0.0 0.13
H 1.752 1.191 0.628 -0.3 0.0 0.1 0.21
C -0.006 -1.371 1.373 0.3 -0.3 -0.1 0.10
H 0.255 2.192 0.190 0.1 -0.1 -0.3 0.20
O -1.914 -1.107 -0.541 0.3 0.6 -0.2 -0.47
C 0.825 1.272 0.062 0.0 0.2 0.2 -0.10
C 0.174 0.028 -0.313 -0.1 0.1 0.0 0.35

[3]
12
Properties=species:S:1:pos:R:3:forces:R:3:nbo_charge:R:1 method="wB97M-V/def2-TZVPD" e_lumo_ev=0.8 e_homo_ev=-10.327 smiles="O=C1O[C@H]2CO[C@@H]1O2" spin_multiplicity=1 homo_lumo_gap_ev=11.083
H 1.515 1.706 1.344 -0.1 0.0 0.0 0.20
O -0.984 0.624 0.890 0.5 0.2 -0.7 -0.49
O -0.604 -1.486 -1.713 0.3 0.4 1.0 -0.52
C -0.593 0.688 -0.508 -0.5 -0.4 0.9 0.24
C 0.188 -0.081 1.265 0.3 0.9 -0.3 0.31
O 0.684 1.255 -0.521 0.3 0.5 0.3 -0.50
C 1.299 0.842 0.720 -0.1 -0.6 -0.3 -0.12
O 0.194 -1.229 0.422 -0.2 -0.6 -0.2 -0.49
H 0.210 -0.346 2.310 -0.1 -0.1 0.1 0.21
H 2.202 0.268 0.486 -0.1 0.2 0.2 0.20
H -1.284 1.233 -1.136 -0.1 -0.1 0.0 0.22
C -0.387 -0.811 -0.747 -0.2 -0.2 -0.9 0.74

[4]
12
Properties=species:S:1:pos:R:3:forces:R:3:nbo_charge:R:1 method="wB97M-V/def2-TZVPD" e_lumo_ev=-0.7 e_homo_ev=-10.856 smiles="O=C[C@@H]1O[C@@H]1C(=O)O" spin_multiplicity=1 homo_lumo_gap_ev=10.174
O 2.878 0.243 -0.216 -7.4 1.7 0.6 -0.56
O -0.209 -0.874 1.086 2.2 -0.1 8.8 -0.41
H -1.062 -1.815 -0.595 0.2 1.9 1.2 0.20
H 0.233 1.506 0.653 -3.4 0.3 0.8 0.49
O -1.838 1.428 0.218 2.1 -4.1 -1.0 -0.52
C 0.702 -0.666 0.099 2.5 -3.5 -2.3 -0.04
C -1.627 0.312 -0.351 -4.3 4.4 -1.1 0.37
O 1.130 1.634 0.504 3.4 -0.5 -1.5 -0.61
H -2.361 0.173 -1.252 1.5 -0.3 1.1 0.14
C 1.581 0.479 0.002 7.5 0.5 1.1 0.71
H 1.329 -1.599 -0.116 -1.1 1.3 0.0 0.23
C -0.757 -0.820 -0.030 -3.3 -1.5 -7.8 0.00

[5]
12
Properties=species:S:1:pos:R:3:forces:R:3:nbo_charge:R:1 method="wB97M-V/def2-TZVPD" e_lumo_ev=0.4 e_homo_ev=-10.948 smiles="O=C1COC(=O)CO1" spin_multiplicity=1 homo_lumo_gap_ev=11.396
C -1.484 -0.022 0.000 2.3 1.1 0.2 0.77
H -0.992 2.165 0.159 0.0 -0.5 -0.4 0.24
H -0.426 1.236 1.468 0.4 -0.3 1.0 0.21
H 0.962 -2.061 -0.145 0.6 -0.5 -0.1 0.25
O 0.763 1.156 -0.273 -1.5 -0.1 0.5 -0.47
H 0.672 -1.260 1.432 0.0 0.2 -1.4 0.23
O -2.629 0.013 -0.266 -1.3 0.5 0.0 -0.52
O 2.640 -0.028 -0.154 -2.4 -0.3 -0.5 -0.54
O -0.793 -1.161 -0.103 1.0 -0.1 0.2 -0.48
C 0.613 -1.155 0.296 -1.8 -1.2 1.4 -0.21
C 1.412 -0.006 -0.131 3.3 1.4 0.8 0.74
C -0.551 1.195 0.411 -0.5 -0.1 -1.7 -0.21

[6]
14
Properties=species:S:1:pos:R:3:forces:R:3:nbo_charge:R:1 method="wB97M-V/def2-TZVPD" charge=-2 e_lumo_ev=6.5 e_homo_ev=-0.321 spin_multiplicity=1 homo_lumo_gap_ev=6.791
C -3.551 0.701 -1.565 1.0 0.0 -1.1 0.72
C 0.540 -0.227 -0.052 4.1 -0.3 0.1 -0.75
H 0.624 -1.189 2.218 -1.0 -0.7 1.0 -0.06
H 1.230 0.488 -0.659 -1.4 -0.9 0.6 0.24
H 0.936 0.711 2.014 -1.0 2.2 1.2 -0.16
O -3.565 0.869 -2.793 0.0 -0.2 0.2 -0.77
P -1.769 -0.353 -1.188 -2.0 1.3 2.3 0.39
H -1.131 -0.469 -2.377 0.6 -0.1 -1.3 -0.04
C -0.801 0.190 0.127 -2.6 -0.2 -1.7 -0.44
C 0.958 -1.689 -0.511 0.6 1.3 0.9 0.77
O 0.762 -2.124 -1.615 -0.8 -0.9 -2.1 -0.72
O -4.293 1.047 -0.669 0.1 -0.3 0.7 -0.72
P 1.502 -0.416 1.548 2.2 0.2 -0.5 0.33
O 1.647 -2.188 0.426 0.1 -1.4 -0.3 -0.78

[7]
10
Properties=species:S:1:pos:R:3:forces:R:3:nbo_charge:R:1 method="wB97M-V/def2-TZVPD" e_lumo_ev=-0.8 e_homo_ev=-7.658 spin_multiplicity=1 homo_lumo_gap_ev=6.885
C 1.538 -0.461 -0.155 -0.3 -0.2 0.0 -0.27
C 0.432 -1.177 0.062 1.1 -0.4 0.1 -0.35
S -2.329 -1.268 -0.030 0.5 0.1 0.1 0.13
H -0.140 2.264 0.406 0.2 0.3 0.0 0.13
H 1.504 0.598 -0.339 -0.1 0.2 0.0 0.19
H 0.506 -2.248 0.230 0.1 -0.1 0.0 0.22
C -0.875 -0.644 0.071 -1.8 3.2 -0.3 -0.22
H 2.508 -0.929 -0.176 0.1 -0.1 0.0 0.21
O -2.108 2.143 -0.157 1.0 -0.4 0.2 -0.47
C -1.036 1.722 0.089 -0.9 -2.6 -0.2 0.43

[8]
10
Properties=species:S:1:pos:R:3:forces:R:3:nbo_charge:R:1 method="wB97M-V/def2-TZVPD" e_lumo_ev=-1.2 e_homo_ev=-9.089 smiles="C=C(C=O)C=S" spin_multiplicity=1 homo_lumo_gap_ev=7.933
C -0.877 0.926 0.823 1.8 1.7 -1.0 0.41
S -1.775 -2.086 -0.584 -0.2 0.2 0.3 0.08
H -1.913 0.642 0.894 -0.6 -0.3 0.4 0.15
H 1.535 1.446 0.196 0.2 -0.7 -0.4 0.24
C 0.027 -0.007 -0.046 1.5 1.0 1.1 -0.23
O -0.468 2.011 1.253 -0.8 -2.5 -0.7 -0.51
H 0.494 -1.855 -1.044 0.0 0.1 0.2 0.20
C -0.344 -1.354 -0.547 0.3 0.8 -0.3 -0.30
C 1.316 0.449 -0.217 -3.0 0.1 0.8 -0.23
H 2.005 -0.171 -0.727 0.8 -0.2 -0.4 0.20

[9]
10
Properties=species:S:1:pos:R:3:forces:R:3:nbo_charge:R:1 method="wB97M-V/def2-TZVPD" e_lumo_ev=0.7 e_homo_ev=-9.836 smiles="C=C=C.O=C=S" spin_multiplicity=1 homo_lumo_gap_ev=10.490
H 2.085 -0.278 1.770 -0.8 0.0 -0.6 0.22
C 1.846 -0.613 0.738 1.1 0.3 3.0 -0.50
H 0.914 1.895 -1.162 0.3 -0.3 -0.1 0.23
C 1.154 0.067 -0.074 0.6 1.3 -0.3 0.11
H 2.407 -1.440 0.517 1.0 -2.1 -1.0 0.21
H -0.508 0.768 -0.778 -0.6 0.5 -0.4 0.21
C 0.543 0.972 -0.736 -1.5 0.4 -0.7 -0.49
O -2.923 -1.371 -0.971 -0.4 -1.4 -1.3 -0.44
S -2.648 0.565 0.871 -0.3 0.3 0.5 0.00
C -2.871 -0.566 -0.173 0.6 1.1 0.9 0.45

[10]
11
Properties=species:S:1:pos:R:3:forces:R:3:nbo_charge:R:1 method="wB97M-V/def2-TZVPD" e_lumo_ev="-2.1 / -1.8" e_homo_ev="-8.362 / -8.526" spin_multiplicity=1 homo_lumo_gap_ev="6.251 / 6.767"
C -0.230 2.373 0.571 0.2 -0.4 2.8 0.31
S -0.733 -1.663 1.322 -0.3 -0.4 0.3 0.02
H -0.035 -3.214 -0.351 -0.6 0.4 -0.1 0.22
C 0.327 -1.309 -1.162 0.4 -0.8 -1.8 -0.50
H 0.626 -1.801 -2.193 -0.5 1.3 2.3 0.26
H 0.506 0.462 1.191 1.3 -2.4 3.9 0.23
C 0.173 0.964 0.423 -1.4 3.2 -5.1 -0.43
S 0.354 0.382 -1.156 -0.3 -0.1 0.4 0.63
H -0.470 3.066 -0.181 -0.2 0.2 -2.3 0.15
C -0.174 -2.140 -0.148 1.1 -0.2 -0.1 -0.38
O -0.343 2.880 1.684 0.3 -0.8 -0.2 -0.50

Maximum force in eV/Å, matching the order above: 1.8; 0.7; 1.1; 9.0; 3.6; 4.1; 3.6; 3.1; 3.2; 6.1
Energy above the lowest of the compared OMol25 structures with the same formula, charge and spin in kJ/mol, matching the order above: 150.8; 492.3; 143.1; 411.4; 112.5; 74.0; 371.6; 155.5; 155.4; 282.8